No. 1
{"formula": "CH7N2S", "method": "the ωB97M-V functional and the def2-TZVPD basis", "mol_weight_g_mol": 79.15, "homo_lumo_gap_ev": 7.09, "relative_energy_kcal_mol": 9.5, "homo_energy_ev": -2.721, "max_force_ev_per_a": 1.26, "energy_ha": -550.01877, "total_charge": -1, "elements": ["S", "H", "N", "C", "N", "H", "H", "H", "H", "H", "H"], "coordinates": [[0.5452, 3.0080, -0.8553], [-0.1498, 3.3030, -1.9962], [-0.5254, -0.1237, -0.4953], [0.4217, -0.5784, 0.5009], [-0.0762, -1.7198, 1.3365], [-0.8111, 0.8426, -0.3480], [-0.2264, -0.1363, -1.4582], [1.2675, -1.0169, -0.0479], [0.7591, 0.2323, 1.1527], [-1.0031, -1.4451, 1.6506], [-0.2015, -2.3657, 0.5601]]}

No. 2
{"formula": "CH7N3", "method": "the ωB97M-V functional and the def2-TZVPD basis", "mol_weight_g_mol": 61.09, "multiplicity": 2, "homo_lumo_gap_ev": [3.17, 7.85], "s_squared": 0.753, "relative_energy_kcal_mol": 17.4, "homo_energy_ev": [1.070, -3.715], "max_force_ev_per_a": 1.28, "energy_ha": -206.48550, "total_charge": -1, "elements": ["N", "H", "H", "H", "N", "C", "N", "H", "H", "H", "H"], "coordinates": [[-2.7943, -0.7247, 0.4950], [-3.0586, -0.4136, -0.4251], [-2.3871, -1.6312, 0.3235], [-2.0789, -0.1462, 0.9022], [0.5821, 0.6831, 0.5104], [1.8104, 0.1542, -0.0196], [2.1510, 0.4226, -1.3087], [-0.2960, 0.2649, 0.1618], [0.5382, 1.6323, 0.1278], [2.4316, -0.3472, 0.7088], [3.1016, 0.1057, -1.4761]]}